60
Properties=species:S:1:pos:R:3:forces:R:3:mulliken_charge:R:1 method="wB97M-V/def2-TZVPD" e_homo_ev="-6.80 / -6.80" lumo_ev="-1.387 / -1.382"
Pd 1.513805 -0.275617 -0.063428 -0.7 0.3 -2.2 0.4290
C -3.188582 2.788125 1.962761 -0.1 0.0 0.0 -0.7366
C -2.030261 3.230755 2.849604 -0.1 0.1 0.1 -0.6081
N -0.912331 2.305843 2.890522 0.3 -0.2 -0.2 -0.1408
C -0.157523 1.949283 1.830120 0.7 -1.0 -0.2 0.5557
S 1.192244 0.892584 2.164276 0.1 -0.7 -0.6 -0.3709
N -0.407685 2.507167 0.691406 -1.1 1.9 -0.5 -0.3782
N -1.107908 0.693634 -2.311128 -0.7 -0.3 -0.6 -0.6812
C -1.274490 -0.547774 -2.288346 0.2 0.2 -0.3 0.7944
C -2.648515 -1.198180 -2.289218 0.1 -0.2 0.0 -1.6878
C -0.068434 -1.437604 -2.450025 0.0 -0.3 0.2 0.7715
C -0.193193 -2.776620 -2.806073 0.1 0.1 -0.2 -0.5455
C 0.938206 -3.530378 -3.064992 0.0 0.0 0.0 -0.5748
C 2.184548 -2.940443 -2.961531 0.1 -0.1 -0.1 -0.9595
C 2.237489 -1.625807 -2.549961 0.0 0.2 0.0 0.4173
N 1.153863 -0.880321 -2.294400 0.2 -0.4 0.9 -0.4964
H -4.097536 3.313531 2.261341 0.0 0.0 0.0 0.3993
H -3.356633 1.717304 2.075383 0.0 0.0 0.0 0.1173
H -3.012896 3.004977 0.911723 0.1 -0.1 0.0 0.1708
H -2.388450 3.298750 3.877151 0.1 0.0 0.0 0.4439
H -1.679216 4.227674 2.566946 0.0 0.0 -0.1 0.2456
H -0.598409 1.955772 3.779119 0.0 0.0 0.0 0.2303
H -3.402256 -0.422389 -2.392113 0.0 0.0 0.1 0.3774
H -2.808550 -1.743551 -1.355216 0.0 0.0 0.0 0.3135
H -2.767848 -1.908541 -3.110881 0.0 0.1 0.0 0.4798
H -1.171172 -3.224595 -2.888966 0.0 0.0 0.0 0.2742
H 0.845254 -4.572083 -3.345853 0.0 0.0 0.0 0.4120
H 3.094534 -3.491286 -3.153074 0.0 0.0 0.0 0.4168
H 3.192833 -1.134213 -2.396861 0.0 0.0 0.0 0.3723
O 1.053306 -2.357327 0.014612 0.1 1.9 0.5 -0.5856
C 1.402881 -2.450223 1.275628 0.4 -0.4 1.4 -0.1612
C 2.756204 -2.575199 1.660231 -0.1 -0.4 -0.4 0.0329
C 3.141163 -2.655754 2.983505 -0.1 0.0 0.1 -0.6504
C 2.189275 -2.613513 3.994452 0.0 0.0 0.0 -0.7256
C 0.856091 -2.455732 3.647574 0.1 -0.1 0.1 -0.7733
C 0.452657 -2.360407 2.323178 -0.1 0.0 -0.4 0.7164
C -0.944963 -2.032342 2.012394 -0.1 -0.2 0.2 0.0660
N -1.396870 -1.109652 1.193596 0.1 0.1 -0.1 0.4138
C -2.758865 -1.100836 1.353102 -0.1 0.0 0.1 -0.5879
C -3.142672 -2.031119 2.273763 0.0 0.0 0.0 -1.0972
N -1.974767 -2.621802 2.687084 0.0 0.1 0.0 -0.0401
H 3.487245 -2.655586 0.863038 0.0 0.1 0.0 0.4531
H 4.191372 -2.748994 3.229693 0.0 0.0 0.0 0.4031
H 2.481066 -2.676930 5.033672 0.0 0.0 0.0 0.3993
H 0.112458 -2.351374 4.429733 0.0 0.0 0.0 0.4132
H -3.388765 -0.424216 0.799374 0.0 0.0 -0.1 0.6796
H -4.106302 -2.322801 2.651564 0.0 0.0 0.0 0.4600
H -1.876547 -3.380647 3.338038 0.0 0.0 0.0 0.2278
Cl -0.658551 2.199474 -0.911420 0.7 -0.5 1.3 0.6055
C -0.171874 3.354940 -1.716184 0.1 0.0 -0.1 -0.3171
C 0.097163 4.434129 -2.496849 0.2 0.1 0.1 -0.1313
C 1.205716 4.754588 -3.239889 -0.1 0.1 -0.1 -0.6134
C 2.388601 4.015990 -3.491642 0.0 -0.1 0.0 -0.1944
C 2.922483 2.881925 -2.973931 0.1 -0.1 -0.1 0.0282
Cl 4.393845 2.235519 -3.672295 0.0 0.0 0.0 -0.2220
C 2.504037 2.107437 -1.876766 -0.1 0.3 0.2 0.5784
N 2.274711 1.476968 -0.942807 -0.3 -0.6 0.6 -0.3853
H -0.718267 5.157631 -2.523253 0.0 0.0 0.0 0.3371
H 1.149790 5.693190 -3.772438 -0.1 0.0 0.0 0.2884
H 2.997490 4.436667 -4.285045 0.0 0.0 0.0 0.3405

16
Properties=species:S:1:pos:R:3:forces:R:3:mulliken_charge:R:1 method="wB97M-V/def2-TZVPD" e_homo_ev=-7.16 lumo_ev=0.612
O 2.324974 -1.449133 0.110577 0.4 0.0 -0.5 -0.5421
C 1.942062 -0.094070 0.001496 0.1 2.1 -0.9 -0.3083
C 0.458746 0.112437 -0.113949 0.0 1.0 0.0 -0.2821
N -0.336508 -0.980382 -0.228419 -1.8 -0.7 0.6 0.0008
C -1.663914 -0.613600 -0.064564 0.9 2.0 0.2 -0.1831
O -2.723237 -1.451390 -0.045220 -0.1 -1.0 0.2 -0.5307
C -1.705944 0.789704 0.041766 0.4 -1.5 -0.4 -0.6162
C -0.364117 1.247702 -0.056927 0.8 -2.0 0.3 0.9834
O 0.083979 2.536841 -0.028040 0.3 -0.3 0.1 -0.5647
H 3.243182 -1.507487 -0.219755 -0.8 -0.1 0.3 0.3302
H 2.348284 0.429509 -0.894376 0.3 -0.7 0.3 0.2639
H 2.326000 0.503171 0.837417 -0.1 -0.2 0.2 0.2226
H 0.039417 -1.919874 -0.288066 -0.2 0.3 0.1 0.2070
H -2.679890 -2.059225 0.720100 0.1 0.5 -0.5 0.3387
H -2.592408 1.388223 0.163312 -0.1 0.0 0.0 0.3801
H -0.700628 3.067579 0.064646 -0.3 0.6 0.1 0.3005

61
Properties=species:S:1:pos:R:3:forces:R:3:mulliken_charge:R:1 method="wB97M-V/def2-TZVPD" s2=2.0475 e_homo_ev="-6.95 / -7.01" lumo_ev="-1.194 / -1.068" multiplicity=3
Mo 0.193476 -2.008129 -2.292481 -0.1 0.0 0.3 0.1503
C -3.774165 3.112151 1.341530 0.0 0.0 0.0 -0.8391
C -2.539010 3.718436 0.693455 0.0 0.0 0.0 -1.0511
N -1.606218 2.693970 0.207363 0.0 0.0 0.0 0.1595
C -1.778644 2.192805 -1.030418 -0.1 0.0 -0.1 -0.2545
C -1.118161 1.103668 -1.536087 0.1 -0.1 0.1 -0.2226
C -1.550292 0.538481 -2.876393 -0.1 -0.1 0.1 0.4254
O -2.269927 1.226920 -3.575670 0.0 0.0 0.0 -0.7057
O -1.151209 -0.659368 -3.139845 0.0 0.2 -0.1 -0.5591
C -0.131623 0.523396 -0.722046 0.1 -0.2 0.2 2.0053
O 0.453493 -0.592018 -0.912948 0.2 0.4 -0.3 -0.2050
C 0.204865 1.180992 0.511371 -0.1 0.0 0.0 -0.1067
C 1.250392 0.685761 1.292245 0.0 0.0 0.0 -0.5938
C 1.319284 0.998902 2.611388 0.1 0.0 -0.1 -0.0060
F 2.375417 0.485671 3.281625 -0.1 0.2 0.2 -0.4425
C 0.267454 1.696038 3.261798 -0.2 -0.3 -0.1 -0.8197
C -0.608011 2.385779 2.430733 -0.1 0.0 0.0 -0.5592
C -0.653647 2.141667 1.049475 0.1 -0.1 0.0 0.7500
N -0.070869 1.574285 4.635388 0.5 0.3 -0.1 0.0641
C 0.800219 0.750728 5.471456 0.0 -0.2 -0.2 -1.0299
C 0.653530 -0.746563 5.169442 0.0 0.1 0.1 -0.3939
N -0.787706 -1.179698 5.126829 -0.1 0.2 0.3 -0.0341
C -1.692700 -0.234950 4.388149 0.2 0.0 -0.1 -0.0869
C -1.462617 1.181493 4.873409 -0.1 0.2 0.0 -1.0660
H -4.438369 3.899609 1.696766 0.0 0.0 0.0 0.3834
H -3.510955 2.476238 2.187333 0.0 0.0 0.0 0.1646
H -4.319305 2.501108 0.622505 0.0 0.0 0.0 0.3551
H -1.998316 4.372745 1.376792 0.0 0.0 0.0 0.4375
H -2.820143 4.322721 -0.167520 0.0 0.0 0.0 0.4999
H -2.540701 2.655991 -1.646540 0.0 0.0 0.0 0.5264
H 1.950981 -0.034896 0.881469 -0.1 0.1 0.0 0.5455
H -1.356271 3.013844 2.890643 0.0 0.0 0.0 0.6629
H 0.597555 0.985968 6.518112 -0.2 -0.1 0.0 0.4365
H 1.836364 1.002412 5.285490 0.1 0.1 0.1 0.4979
H 1.137384 -1.357989 5.929798 0.1 0.0 0.0 0.4230
H 1.064963 -1.008318 4.194594 -0.1 0.0 0.1 0.1986
H -1.128185 -1.290054 6.081917 -0.1 -0.1 -0.1 0.4475
H -0.826462 -2.096671 4.643649 0.1 -0.1 -0.2 0.1487
H -2.713481 -0.594499 4.501444 0.0 0.0 0.1 0.4217
H -1.417488 -0.298434 3.330920 -0.1 -0.2 0.1 0.0031
H -1.668353 1.317518 5.938915 0.0 -0.1 0.0 0.4832
H -2.153958 1.826741 4.339712 0.0 0.1 0.1 0.2644
Se -0.110193 -2.442526 2.352945 0.0 0.1 -0.2 -0.5863
Sb 0.326134 -4.032701 0.543419 -0.1 -0.3 -0.2 0.6543
Se 2.076749 -3.289413 -1.082139 0.0 0.1 0.1 -0.4044
Se -1.469996 -3.388131 -1.237704 0.1 0.1 0.0 -0.3987
Se 0.325554 -6.332671 1.119149 0.0 0.0 0.0 -0.5712
Br 2.386148 1.144213 -5.697413 0.0 0.0 0.0 -0.1638
C 2.688195 -0.597926 -6.370683 0.0 0.0 0.0 0.0865
C 3.376117 -0.694333 -7.571100 0.0 0.0 0.0 -0.5000
C 3.596634 -1.935047 -8.146862 0.0 0.0 0.0 -0.4117
C 3.114911 -3.085300 -7.538547 0.0 0.0 0.0 -0.6571
C 2.415994 -2.983482 -6.350519 0.0 0.0 0.0 -0.4243
C 2.205734 -1.745733 -5.744459 0.0 0.0 0.0 0.3094
C 1.498848 -1.754808 -4.440063 0.0 0.0 0.0 1.3727
O 1.726487 -0.933258 -3.520738 0.0 0.0 0.0 -0.6198
O 0.645309 -2.684464 -4.205932 0.0 0.0 0.0 -0.7486
H 3.731329 0.206821 -8.050409 0.0 0.0 0.0 0.3968
H 4.141582 -1.997871 -9.079271 0.0 0.0 0.0 0.3766
H 3.281057 -4.054318 -7.987805 0.0 0.0 0.0 0.3854
H 2.024819 -3.863502 -5.857637 0.0 0.0 0.0 0.4257

7
Properties=species:S:1:pos:R:3:forces:R:3:mulliken_charge:R:1 method="wB97M-V/def2-TZVPD" e_homo_ev=-12.36 total_charge=+1 lumo_ev=-4.480
Na -1.883995 -1.359362 2.583620 0.6 0.1 -0.5 0.9837
Na -0.295348 2.733680 -1.490528 0.3 -0.6 0.1 0.9158
Cl 0.378008 -0.183805 -0.170189 4.7 -6.9 -2.0 1.6801
O -0.815976 -0.118720 -0.940761 -3.1 3.7 0.6 -0.6535
O 1.415264 0.809010 -0.254897 -2.0 4.6 1.9 -0.6122
O 0.119693 -0.718472 1.207691 -0.7 1.9 -0.7 -0.6949
O 1.082354 -1.162330 -0.934936 0.2 -2.8 0.6 -0.6189